# 1
87
Properties=species:S:1:pos:R:3:mulliken_spin:R:1 method="wB97M-V/def2-TZVPD" charge=+1 multiplicity=4 s_squared=3.886 homo_ev="-10.494 / -10.742"
O -2.177 0.082 -3.245 0.074
O -4.184 -1.663 -2.639 -0.001
C -2.859 1.441 -3.534 0.007
C -1.759 2.353 -4.017 -0.002
H -3.336 1.764 -2.598 -0.001
H -3.616 1.185 -4.279 0.001
H -0.925 2.397 -3.311 0.002
H -2.139 3.375 -4.120 0.000
H -1.392 2.055 -5.001 0.000
C -1.751 -0.725 -4.501 0.001
C -2.788 -0.804 -5.576 0.000
H -1.428 -1.688 -4.086 -0.001
H -0.883 -0.152 -4.844 0.000
H -3.678 -1.349 -5.250 0.000
H -2.358 -1.328 -6.436 0.000
H -3.083 0.176 -5.981 0.000
C -3.835 -3.002 -2.296 0.002
C -5.480 -1.201 -2.275 -0.001
C -3.848 -3.882 -3.510 0.000
H -4.512 -3.366 -1.514 0.001
H -2.822 -2.962 -1.873 -0.002
H -4.846 -3.956 -3.956 0.000
H -3.533 -4.891 -3.233 0.000
H -3.154 -3.499 -4.272 0.000
C -6.524 -1.673 -3.246 0.000
H -5.418 -0.106 -2.268 0.001
H -5.706 -1.526 -1.255 0.000
H -6.238 -1.448 -4.282 0.000
H -7.464 -1.166 -3.038 0.000
H -6.701 -2.751 -3.166 0.000
H -2.613 -0.428 -2.510 -0.001
Cr -0.138 0.349 -0.082 3.481
C -2.181 -0.235 -0.389 0.124
Si -2.974 0.198 1.251 -0.030
H -2.591 0.322 -1.244 -0.073
H -2.178 -1.298 -0.626 -0.073
C -4.376 1.419 0.909 0.001
C -1.933 1.002 2.613 0.023
C -3.748 -1.347 2.025 -0.002
C 0.961 0.270 -1.821 -0.244
Si 1.934 -1.282 -2.353 0.007
H 1.635 1.166 -1.834 0.017
H 0.174 0.510 -2.594 0.020
C 2.108 -1.177 -4.217 -0.009
C 1.012 -2.841 -1.894 -0.001
C 3.625 -1.305 -1.556 -0.001
H -4.035 -2.057 1.235 0.000
H -4.651 -1.096 2.603 0.000
H -3.046 -1.856 2.702 0.000
H -3.979 2.356 0.494 0.000
H -4.924 1.657 1.836 0.000
H -5.085 0.990 0.188 0.000
H -1.248 1.777 2.246 -0.006
H -1.332 0.252 3.152 0.002
H -2.609 1.476 3.349 0.003
H 0.740 -3.396 -2.802 0.001
H 0.096 -2.636 -1.327 0.004
H 1.658 -3.483 -1.280 0.002
H 4.194 -2.174 -1.916 0.000
H 3.555 -1.361 -0.461 0.000
H 4.184 -0.397 -1.818 0.001
H 2.915 -1.841 -4.550 -0.001
H 2.356 -0.153 -4.525 0.000
H 1.183 -1.472 -4.727 0.002
C 3.165 -2.871 3.207 -0.021
C 2.030 -3.083 2.415 0.024
C 1.373 -2.004 1.815 0.053
C 1.893 -0.707 1.985 -0.046
C 3.022 -0.489 2.808 -0.020
C 3.660 -1.579 3.409 0.011
N 1.306 0.367 1.311 -0.202
N 1.914 1.516 1.605 0.108
C 1.296 2.595 1.012 -0.052
C 1.834 3.899 1.201 0.022
C 1.244 4.977 0.543 0.003
C 0.101 4.765 -0.241 0.022
C -0.451 3.459 -0.382 -0.105
C 0.164 2.370 0.200 -0.125
H 3.643 -3.728 3.676 -0.001
H 1.637 -4.095 2.266 0.001
H 0.459 -2.120 1.209 -0.011
H 3.363 0.538 2.939 -0.001
H 4.535 -1.398 4.042 0.000
H 2.717 4.009 1.841 -0.002
H 1.668 5.977 0.639 0.001
H -0.364 5.602 -0.743 0.001
H -1.358 3.327 -0.962 0.012

=====

# 2
106
Properties=species:S:1:pos:R:3:mulliken_charge:R:1 method="wB97M-V/def2-TZVPD" charge=+1 multiplicity=1 homo_ev=-11.236
Hg -3.037 -0.228 0.894 1.861
C 1.689 0.168 1.447 0.164
F 1.597 -0.858 2.298 -0.270
F 1.304 1.254 2.124 -0.059
F 2.916 0.321 1.032 -0.150
S 0.566 -0.218 -0.053 0.157
O 1.096 -1.462 -0.616 -0.355
O -0.809 -0.262 0.444 0.618
O 0.758 0.877 -0.988 -0.414
C 2.338 6.510 0.949 -0.983
C 2.771 5.137 0.411 0.545
O 3.341 4.989 -0.640 -0.541
C 2.297 3.924 1.182 -0.305
H 3.202 7.151 1.125 0.379
H 1.885 6.376 1.931 0.258
H 1.682 6.942 0.202 0.243
H 1.245 3.994 1.478 -0.017
H 2.862 3.677 2.083 0.433
H 2.313 3.053 0.527 -0.021
C 0.898 -1.871 5.499 0.178
C 1.194 -2.450 6.821 0.016
N 1.351 -2.891 7.868 -0.344
H 0.283 -2.560 4.926 -0.227
H 1.820 -1.631 4.973 0.246
H 0.367 -0.933 5.656 0.139
C 3.295 -0.077 -2.970 0.405
C 3.433 1.249 -3.594 -0.059
N 3.580 2.280 -4.075 -0.511
H 3.448 0.113 -1.909 0.022
H 4.114 -0.670 -3.375 0.334
H 2.299 -0.422 -3.235 -0.129
C -1.441 3.689 5.216 -0.791
C -2.971 3.598 5.263 -0.660
C -3.483 3.036 3.947 -0.802
S -2.069 2.814 2.858 0.846
O -1.850 4.036 2.120 -0.663
O -2.197 1.534 2.177 -0.744
C -0.884 2.647 4.233 -0.499
H -0.965 3.622 6.193 0.461
H -1.168 4.687 4.865 0.316
H -3.385 4.581 5.482 0.320
H -3.291 2.996 6.115 0.299
H -4.306 3.599 3.505 0.481
H -3.945 2.047 4.018 0.365
H 0.141 2.764 3.905 0.420
H -1.176 1.646 4.561 0.246
C 0.425 -3.895 2.558 0.021
C 0.512 -4.575 1.174 -0.568
C -0.761 -4.372 0.342 0.323
S -2.039 -3.842 1.528 0.847
O -3.151 -4.762 1.575 -0.705
O -2.301 -2.424 1.318 -0.474
C -1.041 -4.045 2.991 -1.006
H 0.623 -2.831 2.408 -0.283
H 1.071 -4.290 3.336 0.703
H 0.667 -5.646 1.341 0.413
H 1.462 -4.307 0.712 -0.093
H -1.140 -5.228 -0.209 0.607
H -0.687 -3.556 -0.378 -0.592
H -1.239 -5.094 3.223 0.399
H -1.422 -3.388 3.770 0.502
C 2.580 -4.301 -2.776 -0.388
C 3.406 -5.554 -3.074 -0.746
C 4.752 -5.066 -3.573 -0.722
S 5.130 -3.774 -2.338 1.156
O 5.613 -2.580 -2.988 -0.658
O 5.877 -4.392 -1.260 -0.690
C 3.399 -3.542 -1.738 -0.047
H 1.546 -4.509 -2.496 0.240
H 2.446 -3.598 -3.607 0.287
H 2.918 -6.239 -3.768 0.390
H 3.458 -6.097 -2.127 0.326
H 4.654 -4.459 -4.472 0.340
H 5.590 -5.754 -3.567 0.433
H 3.169 -2.491 -1.592 -0.129
H 3.427 -4.028 -0.762 0.186
C -1.404 -1.238 -4.705 -0.721
C -2.833 -0.686 -4.818 -0.300
C -3.664 -1.467 -3.788 -0.945
S -2.518 -1.876 -2.430 0.943
O -2.334 -3.285 -2.223 -0.686
O -2.898 -1.071 -1.278 -0.477
C -1.077 -1.211 -3.238 0.218
H -0.709 -0.634 -5.286 0.395
H -1.387 -2.261 -5.090 0.391
H -3.241 -0.777 -5.823 0.463
H -2.872 0.377 -4.576 0.021
H -4.075 -2.368 -4.246 0.439
H -4.517 -0.920 -3.392 0.374
H -0.169 -1.692 -2.870 -0.103
H -0.880 -0.168 -2.966 -0.040
C -1.569 4.894 -1.836 -0.655
C -3.081 5.030 -2.207 -0.713
C -3.841 3.955 -1.438 -0.722
S -2.786 2.498 -1.638 0.750
O -2.924 2.035 -3.006 -0.663
O -2.904 1.553 -0.539 -0.492
C -1.229 3.428 -1.515 -0.180
H -1.403 5.434 -0.906 0.331
H -0.999 5.289 -2.670 0.320
H -3.143 4.814 -3.274 0.293
H -3.389 6.050 -2.002 0.435
H -4.863 3.704 -1.716 0.480
H -3.881 4.265 -0.390 0.238
H -0.485 2.884 -2.094 0.490
H -0.979 3.308 -0.463 -0.167